Record 1
The following is a quantum chemistry calculation of C5H10OS2 as an isolated structure in a non-equilibrium geometry, from the Open Molecules 2025 dataset.

Structure (XYZ):
```
18
Properties=species:S:1:pos:R:3:nbo_charge:R:1
S 2.4307 -1.6858 -0.0574 -0.083
S -2.6356 -1.3809 0.0019 -0.158
O 0.0598 -0.0134 1.3843 -0.729
C 0.6021 1.1900 -0.5575 -0.184
C -1.3434 0.0343 -0.5563 -0.458
C 0.6845 2.3385 0.1244 -0.392
C 0.6338 -1.3585 -0.4195 -0.555
C -0.0144 -0.0530 -0.0412 0.064
H -0.1251 -1.9104 0.2726 0.287
H 2.3442 -2.8537 1.0469 0.173
H -3.1875 -0.7156 1.4700 0.171
H 1.0632 3.2941 -0.4214 0.218
H 0.5033 -1.5931 -1.5586 0.224
H 1.1354 0.1810 1.6621 0.492
H -1.5439 0.2805 -1.6395 0.261
H -1.9755 0.8251 -0.1405 0.256
H 0.8770 1.1583 -1.7003 0.206
H 0.4915 2.2627 1.1300 0.207
```

## Properties
- HOMO level: -9.19 eV
- Energy relative to the best compared isomer or geometry (same formula, charge and spin): 430.4 kJ/mol
- Frontier orbital gap: 9.42 eV
- Multiplicity: 1

=====

Record 2
The following is a quantum chemistry calculation of a 2-piece molecular cluster, C5H10OSi overall in a non-equilibrium geometry, from the Open Molecules 2025 dataset.

Structure (XYZ):
```
17
Properties=species:S:1:pos:R:3:nbo_charge:R:1
Si -1.3365 -2.5458 0.0464 1.225
O -0.7298 -1.0655 -0.5249 -0.832
C -0.3031 2.2077 0.9246 -0.327
C 0.8754 0.2721 -2.1838 -0.409
C 0.2756 2.5372 2.0818 -0.312
C -0.0193 -0.6977 -1.5862 0.337
C 0.2851 -0.9817 -2.8291 -0.305
H -0.3140 3.0546 0.2416 0.154
H 0.3847 1.8465 2.9291 0.153
H -2.1369 -2.2642 1.2694 -0.172
H -1.8895 -3.0536 -1.1044 -0.220
H 1.9937 0.3443 -2.0575 0.182
H -0.4253 -3.6724 0.3888 -0.202
H -0.9362 1.3281 0.7033 0.181
H 0.3519 -1.7488 -3.5201 0.219
H 0.3729 1.1222 -2.4661 0.175
H 0.9673 3.3298 2.0943 0.153
```

## Properties
- HOMO level (spin up / spin down): -5.56 / -8.63 eV
- Energy relative to the best compared isomer or geometry (same formula, charge and spin): 326.9 kJ/mol
- Frontier orbital gap (spin up / spin down): 6.36 / 6.59 eV
- Multiplicity: 3
- <S²>: 2.0051

=====

Record 3
The following is a quantum chemistry calculation of C5H10PS2 as an isolated structure in a non-equilibrium geometry, from the Open Molecules 2025 dataset.

Structure (XYZ):
```
18
Properties=species:S:1:pos:R:3:nbo_charge:R:1
S -0.8860 0.9304 1.9618 0.499
S -2.5792 -1.6457 -1.3383 0.055
P 0.5517 -0.3803 0.1121 1.033
C 0.2171 -0.6062 1.8803 -0.830
C 2.2947 -0.2745 -0.3734 -0.979
C -0.0430 1.3104 0.4975 -0.227
C -0.1230 2.6538 -0.1205 -0.723
C -3.6917 -1.4442 -0.1437 -0.453
H -1.1567 3.0695 0.0689 0.280
H 2.2583 0.4700 -1.2127 0.276
H -4.7191 -1.7263 -0.4025 0.222
H 2.7078 -1.2866 -0.4396 0.283
H 0.4284 3.2641 0.5370 0.281
H 3.0469 0.1428 0.4308 0.262
H 1.0869 -0.3523 2.5882 0.281
H -0.3542 -1.5099 2.2741 0.282
H 0.3886 2.6946 -1.0977 0.267
H -3.3603 -0.9069 0.7679 0.191
```

## Properties
- Charge: +1
- HOMO level: -11.73 eV
- Energy relative to the best compared isomer or geometry (same formula, charge and spin): 123.5 kJ/mol
- Frontier orbital gap: 6.19 eV
- Multiplicity: 1

=====

Record 4
The following is a quantum chemistry calculation of C5H10S as an isolated structure in a non-equilibrium geometry, from the Open Molecules 2025 dataset.

Structure (XYZ):
```
16
Properties=species:S:1:pos:R:3:nbo_charge:R:1
S -2.3081 -0.9533 0.1640 0.363
C 1.7231 -0.4930 -0.5088 -0.513
C 2.5510 0.1271 0.5001 -0.561
C -3.1878 0.6033 0.0899 -0.842
C 0.3499 -0.8280 0.1615 -0.171
C -0.8479 -0.4753 -0.3047 -0.471
H -0.7611 0.4039 -0.9342 0.204
H 0.4215 -1.7325 0.9271 0.193
H 2.4819 1.5452 0.2867 0.174
H -2.4036 1.1293 -0.8191 0.246
H 2.3688 -0.0860 1.5952 0.217
H 2.1593 -1.2940 -1.2320 0.233
H 3.7745 -0.2808 0.3700 0.209
H 1.6821 0.5245 -1.0689 0.232
H -3.5090 1.1555 1.2712 0.256
H -4.4945 0.6542 -0.4981 0.233
```

## Properties
- HOMO level: -8.17 eV
- Energy relative to the best compared isomer or geometry (same formula, charge and spin): 662.8 kJ/mol
- Frontier orbital gap: 8.96 eV
- Multiplicity: 1

=====

Record 5
The following is a quantum chemistry calculation of a 2-piece molecular cluster, C5H10S2 overall in a non-equilibrium geometry, from the Open Molecules 2025 dataset.

Structure (XYZ):
```
17
Properties=species:S:1:pos:R:3:nbo_charge:R:1
S -3.1027 -0.1977 0.7466 -0.054
S 0.9049 1.0607 0.2020 0.300
C 1.0462 -1.9207 0.0428 -0.395
C 2.4514 -1.4470 0.2036 -0.253
C 1.4603 -0.5652 0.2415 -0.172
C 2.5708 1.7593 0.4539 -0.701
C -3.6467 0.6628 -0.7478 -0.748
H -4.6372 0.8748 -0.6103 0.212
H 2.5555 2.5863 1.0202 0.214
H 3.4216 -1.6673 -0.1069 0.222
H 2.9285 2.0916 -0.4139 0.212
H -3.2717 1.6815 -0.8959 0.234
H -3.3359 0.1721 -1.7188 0.222
H 0.7268 -2.3128 -0.8622 0.170
H 0.6725 -2.4257 0.8244 0.169
H 3.0697 1.0790 1.0691 0.233
H -3.8139 -1.4318 0.5516 0.135
```

## Properties
- HOMO level: -8.05 eV
- Energy relative to the best compared isomer or geometry (same formula, charge and spin): 365.0 kJ/mol
- Frontier orbital gap: 8.84 eV
- Multiplicity: 1
- SMILES string: CSC1=CC1.CS

=====

Record 6
The following is a quantum chemistry calculation of one molecule with the formula C5H10Si in a non-equilibrium geometry, from the Open Molecules 2025 dataset.

Structure (XYZ):
```
16
Properties=species:S:1:pos:R:3:nbo_charge:R:1
Si -1.3632 0.2308 -1.4795 0.881
C -0.0958 1.1562 1.1903 -0.094
C 0.2516 -1.4812 0.2538 -0.209
C 1.1128 1.2398 1.7287 -0.426
C 1.3873 -1.2411 -0.4059 -0.424
C -0.8073 -0.3483 0.2867 -0.681
H -0.8535 1.8475 1.0822 0.176
H -1.3081 -0.9517 -2.3105 -0.168
H -0.1125 -2.5309 0.6055 0.226
H 1.8442 0.5724 1.5502 0.204
H -0.2247 1.0459 -1.7969 -0.183
H -1.7612 -0.5131 0.9394 0.237
H -2.5324 0.9778 -1.8508 -0.158
H 1.6454 -0.3506 -0.9854 0.215
H 2.1415 -2.1187 -0.4613 0.205
H 1.3238 2.0938 2.2080 0.197
```

## Properties
- HOMO level: -9.21 eV
- Energy relative to the best compared isomer or geometry (same formula, charge and spin): 318.0 kJ/mol
- Frontier orbital gap: 10.26 eV
- Multiplicity: 1
- SMILES string: C=CC([SiH3])C=C

=====

Record 7
The following is a quantum chemistry calculation of C5H11AlFO3 as an isolated structure in a non-equilibrium geometry, from the Open Molecules 2025 dataset.

Structure (XYZ):
```
21
Properties=species:S:1:pos:R:3:nbo_charge:R:1
Al -1.0141 -0.4403 -0.3914 2.150
F -3.0589 2.8652 3.1962 -0.697
O -0.8339 0.6314 1.1943 -0.770
O 0.8604 -0.7133 -0.3144 -0.650
O -1.1019 -1.8467 -1.7195 -0.869
C 1.1420 -2.0132 -0.8456 -0.110
C 1.3075 -0.4225 1.0058 -0.110
C -1.7832 1.5904 2.0575 -0.246
C 0.5628 0.8150 1.4533 -0.117
C 0.2075 -2.1933 -2.0420 -0.108
H 0.5955 -1.5769 -2.8785 0.191
H 0.9110 1.7029 0.8996 0.220
H 0.9214 -2.7618 -0.0663 0.204
H 0.2899 -3.2487 -2.3631 0.232
H -1.5277 1.2842 3.0804 0.248
H -1.4673 2.5800 1.6992 0.244
H 2.3932 -0.2500 1.0195 0.247
H 0.7436 0.9656 2.5354 0.258
H 2.2034 -2.0814 -1.1253 0.239
H -2.7669 1.2334 1.7335 0.230
H 1.0710 -1.2755 1.6623 0.213
```

## Properties
- Charge: +1
- HOMO level (spin up / spin down): -11.82 / -11.82 eV
- Frontier orbital gap (spin up / spin down): 4.26 / 4.26 eV
- Multiplicity: 1

=====

Record 8
The following is a quantum chemistry calculation of C5H11AuClCoNO as an isolated structure in a non-equilibrium geometry, from the Open Molecules 2025 dataset.

Structure (XYZ):
```
21
Properties=species:S:1:pos:R:3:nbo_charge:R:1
Au -0.8703 -0.1528 -0.1778 0.972
Co 0.7676 0.3304 -4.2864 1.401
Cl 0.8673 1.4173 -2.4742 -0.532
O 1.5414 0.5304 3.6177 -0.683
N 0.0462 0.7965 1.7549 -0.833
C -0.3490 -2.0080 0.3193 -0.882
C 0.7920 0.6592 2.6854 0.709
C -0.7570 0.1591 -5.5844 -1.113
C -1.7063 1.6292 -0.8521 -1.138
C 2.4603 -0.5394 -4.9720 -1.077
H -0.9566 2.4287 -0.8913 0.200
H -2.4645 1.7576 -0.0570 0.196
H -0.4866 -0.5796 -6.3562 0.210
H 0.6980 -2.2324 0.6175 0.147
H -1.6510 -0.1783 -5.0238 0.231
H 2.8735 -1.1518 -4.1473 0.230
H 3.1597 0.2658 -5.2609 0.220
H -0.9326 1.1464 -6.0500 0.221
H -2.0877 1.3857 -1.8693 0.175
H -1.1154 -2.8276 0.4062 0.138
H 2.2110 -1.1679 -5.8404 0.208
```

## Properties
- Charge: -1
- HOMO level (spin up / spin down): -3.52 / -4.12 eV
- Energy relative to the best compared isomer or geometry (same formula, charge and spin): 0.0 kJ/mol
- Frontier orbital gap (spin up / spin down): 6.26 / 4.93 eV
- Multiplicity: 7
- <S²>: 12.0195

=====

Record 9
The following is a quantum chemistry calculation of a 2-piece molecular cluster, C5H11BN2P2 overall in a non-equilibrium geometry, from the Open Molecules 2025 dataset.

Structure (XYZ):
```
21
Properties=species:S:1:pos:R:3:nbo_charge:R:1
P 0.5283 -0.6844 4.2563 -0.008
P -0.6697 0.7687 3.2317 0.530
N 0.7348 -0.5951 1.6278 -0.265
N -0.2223 0.2697 1.7274 -0.492
C 1.3326 0.0305 -2.8723 -0.997
C 0.9932 -0.7426 0.3620 0.006
C 0.1625 0.0806 -0.4301 -0.463
C -0.7411 0.6402 0.4786 0.005
C -1.3527 0.2636 -2.6681 -0.977
B 0.0576 0.1334 -1.9750 0.860
H 1.2158 0.7612 -3.6238 0.234
H 1.8127 0.0918 4.1384 0.025
H -1.2720 0.7054 -3.6428 0.220
H 2.2636 0.3922 -2.2066 0.221
H -1.9863 0.8294 -2.1259 0.227
H -2.9757 -0.7670 3.5696 -0.060
H 0.1411 -0.5751 5.6120 -0.009
H 1.6940 -1.4342 0.1553 0.206
H -1.9189 -0.5750 -2.6882 0.252
H -1.3944 1.4447 0.4013 0.223
H 1.5970 -1.0379 -3.3275 0.262
```

## Properties
- HOMO level (spin up / spin down): -7.59 / -8.83 eV
- Energy relative to the best compared isomer or geometry (same formula, charge and spin): 171.6 kJ/mol
- Frontier orbital gap (spin up / spin down): 7.00 / 7.72 eV
- Multiplicity: 1

=====

Record 10
The following is a quantum chemistry calculation of C5H11BaF3N5O16S as an isolated structure in a non-equilibrium geometry, from the Open Molecules 2025 dataset.

Structure (XYZ):
```
42
Properties=species:S:1:pos:R:3:lowdin_charge:R:1
Ba -0.4182 -0.7090 -0.4821 2.089
S -1.9220 -1.0222 3.0932 0.462
F -3.6306 -3.0237 3.4655 0.110
F -1.5886 -3.5059 4.0016 0.102
F -2.7696 -2.2243 5.2892 0.095
O -3.6821 -1.5426 -3.9244 -0.059
O -2.9044 -1.1009 -1.9527 -0.187
O -1.6570 1.7166 0.4101 -0.184
O 1.2913 1.7773 -3.9229 -0.102
O -0.0124 1.2754 -2.2624 -0.240
O -1.5837 -1.4820 1.7532 -0.514
O 2.1126 -0.0659 -0.9227 -0.385
O 0.5984 -2.5800 -2.1986 -0.278
O -3.4527 2.8147 0.9432 -0.032
O 1.4827 -3.5300 -3.9507 -0.104
O -1.5265 3.7845 1.0251 -0.098
O -0.0405 -1.9850 -4.2021 0.016
O -3.0370 -0.1292 3.1869 -0.273
O -0.7617 -0.6609 3.8997 -0.344
O -0.8130 1.3693 -4.2809 -0.007
O -5.0331 -1.3433 -2.2443 -0.099
N -2.2309 2.7664 0.8032 -0.610
N -3.8717 -1.3348 -2.7174 -0.631
N 0.6690 -2.6804 -3.4794 -0.596
N 0.9915 0.3221 1.6804 -0.062
N 0.1332 1.4836 -3.5063 -0.596
C 3.0616 -0.6968 -1.7434 -0.099
C 2.5755 0.9738 -0.0925 -0.220
C -2.5041 -2.5250 4.0031 -0.659
C 1.5603 1.4639 0.9292 -0.437
C 2.2524 2.4014 1.9314 -0.066
H 3.2796 -1.6979 -1.3516 0.090
H 3.4614 0.5554 0.4326 0.124
H 2.6994 3.3061 1.5017 0.073
H 2.9723 1.8258 -0.6566 0.138
H 2.6686 -0.8019 -2.7510 0.092
H 0.5108 0.5329 2.5527 0.056
H 4.0072 -0.1424 -1.7832 0.086
H 0.7433 2.0209 0.4566 0.114
H 3.0700 1.8807 2.4441 0.068
H 1.8113 -0.2088 1.9853 0.087
H 1.4877 2.7221 2.6372 0.080
```

## Properties
- Charge: -3
- HOMO level: -0.16 eV
- Energy relative to the best compared isomer or geometry (same formula, charge and spin): 0.0 kJ/mol
- Frontier orbital gap: 5.91 eV
- Multiplicity: 1

=====

Record 11
The following is a quantum chemistry calculation of C5H11BiO2 as an isolated structure in a non-equilibrium geometry, from the Open Molecules 2025 dataset.

Structure (XYZ):
```
19
Properties=species:S:1:pos:R:3:nbo_charge:R:1
Bi 1.1124 2.0050 0.8986 1.985
O -1.3883 0.3147 0.6952 -0.396
O 1.6623 0.2077 0.7151 -0.788
C -3.6980 -1.3394 0.9032 -0.576
C -4.6799 -0.9869 -0.2039 -0.623
C -1.0222 1.7729 0.7288 -0.605
C -0.6364 -0.6404 0.2897 0.556
C 0.8146 -0.8335 0.5516 -0.237
H -3.7711 -0.6226 1.7329 0.218
H -0.9613 -1.0446 -0.6799 0.258
H -1.4631 2.1441 -0.2081 0.290
H -2.6375 -1.6824 0.4310 0.133
H -5.6571 -0.7077 0.2176 0.246
H -3.9542 -2.2919 1.3864 0.240
H -4.3177 -0.1456 -0.8099 0.190
H 1.1071 -1.5192 -0.2809 0.273
H 0.7839 -1.5279 1.4271 0.300
H -4.8467 -1.8380 -0.8773 0.232
H -1.6673 2.1356 1.5385 0.305
```

## Properties
- Charge: +2
- HOMO level: -17.42 eV
- Frontier orbital gap: 5.75 eV
- Multiplicity: 1

=====

Record 12
The following is a quantum chemistry calculation of a 2-piece molecular cluster, C5H11BrN overall in a non-equilibrium geometry, from the Open Molecules 2025 dataset.

Structure (XYZ):
```
18
Properties=species:S:1:pos:R:3:nbo_charge:R:1
Br 2.8616 -0.4696 -0.1394 0.287
N 0.1181 -1.6017 -1.3965 -0.819
C -1.4552 -0.7686 0.3541 -0.566
C 0.2616 1.9945 0.4750 -0.383
C -0.0064 -1.3014 -0.0134 -0.207
C 0.9757 2.8543 -0.2399 -0.314
C 1.1155 -0.6548 0.6856 0.035
H 1.0577 -0.5248 1.8200 0.279
H 1.9770 2.6622 -0.5720 0.207
H 0.0959 -2.2490 0.5190 0.325
H -0.6201 2.3092 1.0364 0.237
H 0.7866 1.0796 0.6756 0.135
H 0.5202 3.8193 -0.4457 0.229
H -1.3877 -0.5129 1.4266 0.222
H -0.6396 -1.7706 -2.0292 0.426
H 0.9873 -1.1236 -1.7578 0.392
H -1.4969 0.1075 -0.2855 0.256
H -2.0260 -1.7410 0.2428 0.259
```

## Properties
- Charge: +1
- HOMO level: -13.96 eV
- Energy relative to the best compared isomer or geometry (same formula, charge and spin): 458.1 kJ/mol
- Frontier orbital gap: 7.42 eV
- Multiplicity: 1

=====

Record 13
The following is a quantum chemistry calculation of a 2-piece molecular cluster, C5H11BrO2 overall in a non-equilibrium geometry, from the Open Molecules 2025 dataset.

Structure (XYZ):
```
19
Properties=species:S:1:pos:R:3:nbo_charge:R:1
Br -4.2839 -1.6595 0.0338 -0.080
O -2.0916 1.1610 0.1732 -0.717
O 1.0347 -0.7872 0.5967 -0.683
C 2.1725 0.3798 -1.1198 -0.571
C -2.2706 -1.2990 -0.1470 -0.387
C -1.7260 -0.0302 -0.6480 -0.124
C 2.0414 1.1302 1.2772 -0.656
C 1.7568 0.2672 0.1391 0.334
H -2.0572 -1.4894 0.8827 0.217
H 2.4157 0.4059 1.9176 0.234
H 2.6463 1.9511 0.9790 0.225
H -2.1160 0.2671 -1.7196 0.199
H -1.9866 -2.1710 -0.6307 0.219
H 2.6656 1.2363 -1.6526 0.230
H -1.8173 0.9669 1.0591 0.457
H -0.6463 -0.0303 -0.6745 0.211
H 1.0118 -1.3439 -0.1851 0.477
H 2.1240 -0.4794 -1.8825 0.194
H 1.1269 1.5242 1.6015 0.221
```

## Properties
- HOMO level: -9.35 eV
- Energy relative to the best compared isomer or geometry (same formula, charge and spin): 104.6 kJ/mol
- Frontier orbital gap: 9.88 eV
- Multiplicity: 1
- SMILES string: C=C(C)O.OCCBr